(1)
72
Properties=species:S:1:pos:R:3:mulliken_charge:R:1 method="wB97M-V/def2-TZVPD" energy_ev=-67196.4666 total_charge=0 spin_multiplicity=1 homo_lumo_gap_ev=7.87 max_force_ha_per_bohr=0.0093
Au 0.84336 0.15156 -0.16862 -0.490
C -1.02948 -0.39519 -3.13440 -1.812
C -1.49581 -1.46720 -2.13688 2.475
C -2.01486 -2.67039 -2.93299 -1.787
C -2.67219 -0.84802 -1.37469 -1.899
Si -0.04692 -1.87316 -0.88470 0.196
C 1.32700 -2.95712 -1.75730 2.500
C 2.63342 -2.85537 -0.95294 -1.688
C 1.64586 -2.40081 -3.15105 -2.116
C 0.96425 -4.43875 -1.91813 -1.815
C -0.74216 -2.82600 0.67988 2.888
C -1.74144 -3.93975 0.34640 -1.910
C 0.41385 -3.42310 1.49129 -2.097
C -1.43450 -1.84064 1.62956 -1.939
H -1.86850 -0.08416 -3.76831 0.543
H -0.23694 -0.75623 -3.78669 0.313
H -0.65435 0.48659 -2.60982 0.144
H -2.84314 -2.36320 -3.58218 0.525
H -2.38304 -3.46239 -2.27955 0.276
H -1.23766 -3.09208 -3.57215 0.294
H -3.42007 -0.46654 -2.08049 0.632
H -2.33462 -0.01163 -0.75817 0.116
H -3.17185 -1.57190 -0.72923 0.241
H 2.94885 -1.81392 -0.85850 0.329
H 3.43369 -3.40567 -1.46092 0.474
H 2.53446 -3.26824 0.05034 0.149
H 1.86211 -1.33052 -3.10980 0.320
H 0.82650 -2.56690 -3.85145 0.382
H 2.52896 -2.90602 -3.55785 0.573
H 0.85449 -4.94047 -0.95599 0.285
H 1.75616 -4.95832 -2.46953 0.531
H 0.03455 -4.56742 -2.47599 0.275
H -1.32064 -4.67640 -0.34048 0.265
H -2.64470 -3.53343 -0.10990 0.360
H -2.04278 -4.46404 1.26066 0.523
H 0.90936 -4.24116 0.96875 0.355
H 0.04211 -3.81525 2.44520 0.580
H 1.15531 -2.65045 1.71616 0.052
H -2.26055 -1.31423 1.15600 0.292
H -0.72501 -1.09215 1.98978 0.204
H -1.82817 -2.37855 2.50169 0.585
Cl 3.13071 -0.21994 2.33281 -0.075
C 3.90587 -1.79574 2.56948 -0.093
Cl 5.25563 -2.03180 1.44930 -0.178
H 3.17036 -2.56934 2.38197 -0.010
H 4.29460 -1.84087 3.57918 0.399
C -0.55610 5.95067 1.66218 -1.072
N 0.54625 5.12954 1.22140 0.065
N 0.43615 3.77757 0.89919 0.720
C 1.70026 3.26078 0.68203 0.382
O 1.97052 2.08651 0.37764 -0.695
C 2.59298 4.36269 0.86881 -1.182
C 1.85566 5.45869 1.20931 0.706
C 2.29108 6.83634 1.56345 -1.497
C -0.82850 3.13525 0.96991 -0.905
C -1.13542 2.34647 2.07022 0.245
C -2.42944 1.88080 2.23687 -0.617
C -3.40363 2.18063 1.29612 -0.439
C -3.07792 2.92303 0.17025 -0.809
C -1.79093 3.41061 0.00713 0.133
H -1.44940 5.34214 1.75226 0.416
H -0.75496 6.75411 0.95015 0.304
H -0.33933 6.39014 2.63701 0.361
H 3.66065 4.29451 0.76136 0.431
H 3.37193 6.91375 1.48718 0.344
H 1.99694 7.07595 2.58704 0.329
H 1.83722 7.57676 0.90322 0.323
H -0.36151 2.11941 2.79283 0.451
H -2.67348 1.29205 3.11071 0.398
H -4.42114 1.84014 1.43658 0.421
H -3.82955 3.13461 -0.57857 0.447
H -1.53044 4.01318 -0.85402 0.572

***

(2)
88
Properties=species:S:1:pos:R:3:mulliken_charge:R:1 method="wB97M-V/def2-TZVPD" energy_ev=-132705.0107 total_charge=0 spin_multiplicity=1 homo_lumo_gap_ev=11.16 max_force_ha_per_bohr=0.0567
C -0.13120 -3.63503 0.79145 0.698
C -0.30856 -4.97542 1.31390 -0.192
N -0.36298 -6.03637 1.76028 -0.521
H 0.12456 -2.88475 1.53393 0.380
H -1.08238 -3.42650 0.29568 -0.391
H 0.56617 -3.62671 -0.04654 0.019
C 3.75240 3.39081 0.17915 -0.192
C 4.81197 2.38468 0.19132 0.273
N 5.60989 1.56047 0.23390 -0.469
H 2.78453 2.89769 0.10248 -0.070
H 4.03546 4.01491 -0.66884 0.378
H 3.70809 3.98588 1.08954 0.087
C 0.85438 2.19093 -4.51657 -0.245
C 0.40003 2.46836 -5.86251 0.138
N -0.02885 2.58947 -6.93885 -0.411
H 0.11491 2.12556 -3.72268 -0.105
H 1.43124 3.09238 -4.29265 0.320
H 1.48995 1.30784 -4.55229 0.321
C -3.65936 -1.05826 -2.00352 0.348
C -3.46145 -1.84380 -3.20278 0.016
N -3.29291 -2.52450 -4.12092 -0.514
H -3.03382 -1.37749 -1.16996 -0.308
H -4.69097 -1.20169 -1.68679 0.477
H -3.29007 -0.06866 -2.27665 -0.020
C 3.53824 -2.84635 -0.49657 -0.297
C 3.29404 -2.12501 0.74348 0.405
N 3.12677 -1.48796 1.70692 -0.508
H 3.18594 -3.85612 -0.28103 0.256
H 4.53400 -2.65230 -0.88511 0.399
H 2.79840 -2.48561 -1.21471 -0.184
C 3.40400 2.93580 4.04633 -0.395
O 2.58457 3.94025 4.63188 -0.341
C 1.82092 4.62923 3.81100 0.880
O 1.82714 4.57730 2.58368 -0.569
O 1.07053 5.46066 4.53449 -0.329
C 0.32421 6.44771 3.83088 -0.567
H 4.06023 3.41169 3.32060 0.265
H 2.81214 2.14749 3.57644 0.079
H 3.94675 2.35779 4.79172 0.272
H 0.87185 7.34442 3.54588 0.319
H -0.56401 6.73938 4.38951 0.257
H -0.11234 6.00280 2.93536 0.167
C -1.95764 -5.51168 -2.46652 -0.146
O -0.94929 -6.06587 -3.28764 -0.344
C 0.29152 -5.53107 -3.22043 0.765
O 0.68588 -4.74373 -2.40596 -0.496
O 0.94551 -5.94849 -4.30252 -0.349
C 2.33398 -5.67368 -4.43620 -0.644
H -1.53855 -4.93909 -1.63658 -0.123
H -2.66456 -6.23537 -2.06690 0.320
H -2.56667 -4.74585 -2.95175 0.201
H 2.47938 -4.62437 -4.69283 0.279
H 2.78357 -6.31162 -5.19388 0.251
H 2.91593 -5.87482 -3.53533 0.286
C 0.05404 -1.51817 -2.46941 -0.333
O -0.20844 -1.07220 -1.17751 0.773
C 0.27738 0.06446 -0.74387 -0.293
O 0.93332 0.87262 -1.32954 -0.613
O -0.18418 0.15664 0.55399 0.592
C 0.25889 1.19944 1.38805 -0.901
H -0.83447 -2.00518 -2.86635 0.114
H 0.88482 -2.22187 -2.56008 0.041
H 0.41877 -0.76168 -3.16779 0.003
H -0.07727 0.93280 2.39048 0.271
H -0.10460 2.15728 1.01778 0.063
H 1.32862 1.23434 1.61153 0.234
C -3.51566 0.70256 0.93157 -0.331
O -2.92824 -0.16771 1.91326 -0.061
C -3.22593 -1.48714 1.83014 0.728
O -4.03525 -1.93175 1.05127 -0.597
O -2.53213 -2.17457 2.75995 -0.362
C -1.42823 -1.62553 3.40668 0.065
H -4.44182 0.27913 0.54491 0.440
H -2.80468 0.82270 0.11661 -0.247
H -3.73659 1.58987 1.52032 0.243
H -1.71132 -0.83068 4.09674 0.229
H -0.72454 -1.24352 2.66240 -0.465
H -0.77187 -2.32816 3.92048 0.365
C -1.49225 3.71616 -1.48637 0.710
Cl -1.16584 4.56128 -2.96874 -0.120
Cl -2.82630 2.59058 -1.73861 -0.140
Cl -1.86668 4.80636 -0.07380 -0.136
H -0.56607 3.15662 -1.37648 -0.353
C -3.01170 3.40359 4.45511 -0.121
Cl -1.87217 3.22751 3.09668 -0.015
Cl -2.28185 4.38790 5.76768 -0.127
Cl -3.59832 1.84505 5.08316 -0.119
H -3.83290 3.97593 4.03553 0.335

***

(3)
71
Properties=species:S:1:pos:R:3:lowdin_spin:R:1 method="wB97M-V/def2-TZVPD" energy_ev=-66345.4418 total_charge=+1 spin_multiplicity=3 homo_lumo_gap_ev="7.51 / 7.63" max_force_ha_per_bohr=0.0318
Pr 2.17713 0.70742 -0.21119 2.053
C 3.55524 0.56427 -2.47591 -0.009
C 2.38305 1.33110 -2.78225 -0.007
C 3.68655 2.55682 -1.31039 -0.007
C 4.35983 1.32455 -1.57693 -0.007
C 2.45225 2.55595 -2.03887 -0.002
C 3.94993 -0.73063 -3.09524 -0.001
H 3.07220 -1.34483 -3.33274 0.000
H 4.59724 -1.30488 -2.42100 0.000
H 4.50867 -0.57441 -4.03556 0.000
C 5.70926 0.96626 -1.06961 0.000
H 6.00681 -0.02753 -1.42412 0.000
H 5.74266 0.96565 0.03232 0.000
H 6.45853 1.69448 -1.42064 0.000
C 4.24849 3.65909 -0.49176 -0.001
H 5.18901 4.00771 -0.94568 0.000
H 4.47907 3.33355 0.53761 0.000
H 3.55271 4.50655 -0.43631 0.000
C 1.49553 3.69334 -2.09983 0.001
H 1.80626 4.42565 -2.86567 0.000
H 1.44681 4.22511 -1.14003 0.000
H 0.48362 3.35411 -2.35671 0.000
C 1.34235 0.97157 -3.78572 -0.001
H 1.46737 1.55944 -4.71074 0.000
H 0.32808 1.16150 -3.40137 0.000
H 1.41481 -0.08885 -4.05858 0.000
C 1.30285 -1.82145 0.74223 -0.003
C 1.30509 -1.94918 -0.62084 0.000
C 0.09993 -1.84173 -1.51947 0.001
C -1.05696 -0.92574 -1.04722 0.000
C -0.70990 0.45891 -0.55463 -0.001
C -0.46781 0.79354 0.74488 -0.002
C -0.36421 -0.16446 1.91024 0.000
C 0.08029 -1.61589 1.60270 0.000
H -0.31928 -2.85696 -1.65664 0.000
H -1.66214 -1.47142 -0.29749 0.000
H 0.40987 -1.53081 -2.53327 0.000
H -0.78907 -2.17907 1.21700 0.000
H 2.23249 -2.00429 1.30781 0.000
H 2.20785 -2.35132 -1.11201 0.000
H 0.28948 -2.09397 2.57687 0.000
H 0.30926 0.25746 2.67983 0.000
H -0.53827 1.85919 1.04970 0.000
H -1.35509 -0.21477 2.40412 0.000
H -1.73811 -0.79998 -1.90682 0.000
H -0.91519 1.26962 -1.27961 0.000
P -3.17692 -2.23896 1.22521 0.000
C -2.76269 -3.60017 2.39071 0.000
C -4.40185 -3.11532 0.17580 0.000
P -4.61267 0.43731 1.79245 0.000
C -4.33704 -1.31905 2.32818 0.000
C -6.27588 0.20908 1.00200 0.000
C -5.29774 1.01944 3.41312 0.000
H -2.22862 -3.19843 3.26269 0.000
H -2.12672 -4.34058 1.88720 0.000
H -3.70302 -4.07080 2.71539 0.000
H -5.07438 -3.69709 0.82729 0.000
H -3.86320 -3.79390 -0.50299 0.000
H -4.98172 -2.39402 -0.42141 0.000
H -6.16834 0.41209 3.69479 0.000
H -5.59679 2.06971 3.30753 0.000
H -4.52126 0.94084 4.18472 0.000
H -3.91379 -1.32267 3.34579 0.000
H -5.29925 -1.85822 2.33483 0.000
H -6.67148 1.20731 0.76650 0.000
H -6.96166 -0.29748 1.69834 0.000
H -6.18657 -0.36706 0.06990 0.000
F 2.70833 2.26412 2.57515 -0.002
C 3.34017 1.12789 2.02080 -0.009
F 4.69623 1.45391 2.10474 -0.001
F 3.18233 0.16136 3.01080 -0.002